The following is a DFT calculation (the ωB97M-V functional and the def2-TZVPD basis) of a structure of composition C42H46BN7Pd.

```
97
C42H46BN7Pd the ωB97M-V functional and the def2-TZVPD basis
Pd 13.62401 15.32980 11.12113
C 15.39887 15.52867 6.03772
C 15.71095 15.39865 7.48476
C 16.76310 14.74754 8.08399
C 16.58798 14.97332 9.47028
N 15.51904 15.70753 9.67965
N 14.95196 15.95123 8.46104
B 13.63761 16.80096 8.34922
N 12.29751 15.98254 8.45847
N 11.72701 15.74196 9.67298
C 10.66462 14.97846 9.47465
C 10.50218 14.73591 8.08953
C 11.55189 15.39735 7.48512
C 11.89086 15.48279 6.02711
C 9.80797 14.61925 10.60058
C 10.03798 15.02404 11.91956
C 9.11476 14.71610 12.90486
C 7.96352 14.00340 12.61257
C 7.74469 13.55847 11.31145
C 8.66878 13.85435 10.33868
N 13.62346 18.00269 9.34612
N 13.62159 17.81377 10.69506
C 13.62699 18.99792 11.27481
C 13.64980 20.00951 10.28219
C 13.64230 19.32541 9.07214
C 13.64520 19.87921 7.68748
C 13.63451 19.09702 12.74144
C 13.61355 20.36712 13.33125
C 13.62051 20.53594 14.70252
C 13.61692 19.42419 15.53213
C 13.62458 18.15580 14.97336
C 13.64345 17.98181 13.59460
C 17.46322 14.61609 10.59706
C 18.61719 13.85277 10.33496
C 19.53495 13.55546 11.33338
C 19.30118 14.00699 12.62406
C 18.14652 14.74114 12.89972
C 17.23031 15.04521 11.91623
H 16.29391 15.36629 5.43731
H 14.99625 16.49864 5.77716
H 14.67069 14.78315 5.72089
H 17.54091 14.19412 7.57780
H 13.61454 17.28654 7.24471
H 9.72820 14.15906 7.59384
H 10.99876 15.37058 5.40272
H 12.59061 14.69030 5.72473
H 12.35735 16.45039 5.78923
H 10.96700 15.56666 12.12082
H 9.32721 15.01118 13.92248
H 7.25604 13.76813 13.40178
H 6.86969 12.97267 11.07848
H 8.52195 13.51129 9.32578
H 13.67107 21.08423 10.37650
H 13.64736 20.97653 7.71365
H 12.76669 19.55860 7.13011
H 14.52369 19.56508 7.14176
H 13.58454 21.22338 12.67657
H 13.61694 21.54178 15.11214
H 13.59799 19.53939 16.60431
H 13.61250 17.27392 15.60642
H 13.65587 16.99534 13.14512
H 18.76734 13.49879 9.31030
H 20.42156 12.97121 11.10547
H 19.98468 13.74940 13.42024
H 17.97261 15.08003 13.91767
H 16.32648 15.63467 12.09242
C 13.66739 11.11585 6.99050
C 13.64012 10.84456 8.48663
C 13.64020 9.51358 8.96100
C 13.62712 9.30065 10.33772
C 13.59283 7.88915 10.86460
C 13.61617 10.38584 11.22304
C 13.64081 11.76734 10.81056
C 13.64290 11.89998 9.37241
N 13.65817 12.90952 11.55835
C 13.63883 12.80395 13.05388
C 13.64266 14.19955 13.71419
C 14.94742 12.16694 13.54090
C 12.32556 12.18114 13.56454
H 13.68599 10.18945 6.41685
H 14.53990 11.69437 6.70230
H 12.78269 11.68841 6.67864
H 13.68377 8.67390 8.26824
H 13.59978 7.15011 10.05668
H 12.71819 7.70281 11.48270
H 14.46949 7.68161 11.48508
H 13.61390 10.13700 12.27250
H 13.64606 12.92016 8.98996
H 14.60160 14.72535 13.55226
H 13.59053 14.14409 14.83060
H 12.75750 14.77950 13.45787
H 15.79386 12.66144 13.03304
H 15.07277 11.09807 13.33041
H 15.05821 12.31782 14.63163
H 11.50326 12.65513 13.01469
H 12.19529 12.39798 14.64094
H 12.23769 11.08864 13.41058
```

Output
- Energy relative to the best compared isomer or geometry (same formula, charge and spin): 0.0 kcal per mole
- 2S+1: 1
- Frontier orbital gap (alpha / beta): 3.805 / 3.804 eV
- HOMO energy (alpha / beta): 0.57 / 0.57 eV
- Net charge: -2
- Lowest unoccupied orbital energy (alpha / beta): 4.4 / 4.4 eV

Mulliken population analysis, charges in e, atoms 1 to 8:
1. Pd 0.6966
2. C -1.4885
3. C 0.4858
4. C -0.9537
5. C 0.1518
6. N -0.6518
7. N 1.4239
8. B -1.5036

The following is a DFT calculation (the ωB97M-V functional and the def2-TZVPD basis) of an isolated molecule of C2H4N4O2 at a distorted geometry.

```
12
C2H4N4O2 the ωB97M-V functional and the def2-TZVPD basis
H -1.70954 -2.31367 -0.24398
N -1.47880 -1.36787 0.26065
C -0.29378 -0.78792 0.04184
O 0.96435 -1.26853 -0.29453
C 1.93652 -0.18216 -0.08865
O 3.11636 -0.29628 0.05549
N 1.11244 1.17945 -0.10831
N -0.19440 0.51691 0.29156
N -1.26474 1.18688 -0.30616
H 1.43658 1.56183 0.98142
H -1.70521 0.37376 -0.94679
H -1.91978 1.39760 0.35745
```

Output
- Energy relative to the best compared isomer or geometry (same formula, charge and spin): 73.0 kcal per mole
- 2S+1: 1
- Frontier orbital gap: 9.936 eV
- SMILES: [H]/N=c1\oc(=O)[nH]n1N
- HOMO energy: -9.53 eV
- Lowest unoccupied orbital energy: 0.4 eV

Mulliken population analysis, charges in e, atoms 1 to 8:
1. H 0.2358
2. N -0.6528
3. C 0.2624
4. O -0.2836
5. C 0.4916
6. O -0.4233
7. N -0.3266
8. N 0.3711

The following is a DFT calculation (the ωB97M-V functional and the def2-TZVPD basis) of an isolated molecule of C10H16N2O2S at a distorted geometry.

```
31
C10H16N2O2S the ωB97M-V functional and the def2-TZVPD basis
C 2.21383 -2.90546 -0.11828
C 2.08935 -1.41943 -0.22689
C 1.09343 -1.07059 -1.33770
C -0.31987 -1.39594 -0.98550
S -1.33055 0.12061 -0.75469
O -2.75105 -0.21870 -0.73976
N -0.77439 0.79293 0.47180
C -1.53119 1.63522 1.37734
C -1.22639 1.80186 2.70388
C -1.83678 2.77747 3.50199
C -2.86445 3.54897 3.03068
C -3.31760 3.22579 1.75609
C -2.79352 2.22452 0.89462
N -1.15093 0.90844 -2.42930
O -0.96192 0.04710 -3.64381
H 2.58809 -3.40903 -1.04491
H 2.85833 -3.22639 0.66917
H 1.24641 -3.27777 0.19496
H 1.73972 -1.04844 0.81836
H 2.98062 -0.94410 -0.50055
H 1.43395 -1.75678 -2.09170
H 1.19567 -0.15163 -1.86510
H -0.86249 -1.81007 -1.78250
H -0.60053 -1.81056 -0.03221
H -0.34890 1.19184 2.98716
H -1.27631 2.90701 4.39995
H -3.22275 4.44125 3.58740
H -4.18333 3.81898 1.48006
H -3.16182 2.13407 -0.09612
H -0.35857 1.53229 -2.39307
H -1.86411 0.08276 -4.05774
```

Output
- Energy relative to the best compared isomer or geometry (same formula, charge and spin): 131.7 kcal per mole
- 2S+1: 1
- Frontier orbital gap: 8.956 eV
- SMILES: CCCC[S@@](=O)(=Nc1ccccc1)NO
- HOMO energy: -8.39 eV
- Lowest unoccupied orbital energy: 0.6 eV

Mulliken population analysis, charges in e, atoms 1 to 8:
1. C -1.1766
2. C -0.3163
3. C -0.6947
4. C -0.9212
5. S 0.8522
6. O -0.6659
7. N -0.3248
8. C 0.4887